(1)
The following is a quantum chemistry calculation of a structure of composition C31H84BF3HgO13S in a non-equilibrium geometry, from the Open Molecules 2025 dataset.

Computed properties:
Multiplicity: 2
Net charge: +1
E_HOMO (alpha / beta), Eh: -0.4275 / -0.4274
<S²>: 0.75

Last column: Mulliken spin population.
Cartesian coordinates (Å):
Hg 1.9475 -19.0257 8.8298  0.00
B 2.7672 -18.0342 6.8018  0.00
H 1.8372 -17.5744 7.0985  0.00
H 2.5807 -19.0967 6.7811  0.00
H 3.0710 -17.6433 5.8430  0.00
H 3.5657 -17.7871 7.4840  0.00
C -2.2508 -18.3039 6.7983  0.00
F -2.6447 -19.5249 7.2163  0.00
F -1.4198 -18.5190 5.7680  0.00
F -3.2763 -17.5093 6.4509  0.00
S -1.2448 -17.4439 8.1718  -0.01
O -0.7441 -16.1545 7.6253  0.02
O -2.2255 -17.1948 9.2537  0.01
O -0.1904 -18.4091 8.5325  0.00
C -4.0918 -15.3649 4.3304  0.00
C -4.5243 -13.9113 3.8812  0.00
C -3.5669 -12.8736 4.4283  0.00
O -4.4682 -13.9028 2.5176  0.00
H -4.3585 -15.5711 5.3670  0.00
H -3.0075 -15.4720 4.3009  0.00
H -4.5592 -16.1450 3.7294  0.00
H -5.5225 -13.7922 4.3027  0.00
H -3.9195 -11.8663 4.2070  0.00
H -2.5916 -13.0551 3.9768  0.00
H -3.5010 -12.8132 5.5147  0.00
H -4.8031 -14.7168 2.1343  0.00
C -1.0878 -20.2612 10.7422  0.00
C -0.2032 -19.1495 11.3424  0.00
C -0.2724 -19.0278 12.8748  0.00
O 1.1018 -19.4990 10.9802  0.00
H -2.1101 -19.8989 10.6344  0.00
H -1.0459 -21.1768 11.3323  0.00
H -0.7865 -20.5243 9.7283  0.00
H -0.3984 -18.1124 11.0694  0.00
H -0.0947 -19.9721 13.3894  0.00
H -1.2360 -18.6085 13.1641  0.00
H 0.4546 -18.3052 13.2456  0.00
H 1.3737 -20.1724 11.6081  0.00
C -4.1175 -22.0107 5.1053  0.00
C -4.1776 -23.4322 4.4167  0.00
C -2.9394 -24.0184 3.9142  0.00
O -4.7231 -24.3598 5.2906  0.00
H -5.1182 -21.7572 5.4552  0.00
H -3.7355 -21.2942 4.3781  0.00
H -3.4832 -21.9897 5.9915  0.00
H -4.8866 -23.3796 3.5905  0.00
H -2.2152 -24.2530 4.6943  0.00
H -2.3719 -23.4279 3.1950  0.00
H -3.1416 -24.9743 3.4311  0.00
H -5.6682 -24.4167 5.1317  0.00
C -6.0249 -16.8648 11.3587  0.01
C -5.7511 -17.8816 10.2628  0.00
C -5.8209 -17.4226 8.8327  0.00
O -4.5143 -18.3739 10.4630  0.01
H -5.3630 -16.0234 11.1538  0.00
H -5.8688 -17.3690 12.3124  0.00
H -7.0702 -16.5769 11.2468  0.00
H -6.3183 -18.7871 10.4788  0.01
H -5.1039 -16.6540 8.5439  0.00
H -6.7626 -16.9597 8.5376  0.00
H -5.6550 -18.3199 8.2365  0.00
H -3.9029 -17.7959 10.0008  0.00
C 2.2085 -12.3416 7.7231  0.00
C 0.8628 -13.1237 7.6952  0.00
C 0.1726 -13.0230 6.3396  0.00
O 1.2548 -14.4750 7.8218  0.00
H 2.8610 -12.5525 8.5703  0.00
H 1.9485 -11.2830 7.7256  0.00
H 2.7269 -12.5026 6.7779  0.00
H 0.2401 -12.7683 8.5163  0.00
H -0.7973 -13.5161 6.2752  0.00
H 0.8225 -13.4345 5.5673  0.00
H 0.0277 -11.9744 6.0795  0.00
H 0.4446 -14.9757 7.9423  -0.01
C 0.9606 -21.6582 5.7229  0.00
C 0.2341 -21.3857 7.0284  0.00
C -0.4543 -22.6367 7.5126  0.00
O 1.1558 -20.9854 7.9827  0.00
H 1.4778 -20.8025 5.2891  0.00
H 0.2822 -21.8316 4.8876  0.00
H 1.7354 -22.4155 5.8424  0.00
H -0.4913 -20.5914 6.8524  0.00
H 0.2098 -23.3921 7.9326  0.00
H -1.0323 -23.0957 6.7106  0.00
H -1.2334 -22.3152 8.2039  0.00
H 1.8309 -21.6668 7.9447  0.00
C -1.4094 -18.0474 2.2512  0.00
C -1.3641 -19.5225 2.5230  0.00
C -2.2938 -20.3269 1.5794  0.00
O -0.0142 -19.9165 2.3795  0.00
H -2.3783 -17.6035 2.4797  0.00
H -1.1739 -17.7926 1.2179  0.00
H -0.6304 -17.5911 2.8620  0.00
H -1.6850 -19.5939 3.5622  0.00
H -1.9045 -20.1656 0.5742  0.00
H -3.2633 -19.8301 1.6147  0.00
H -2.4642 -21.3762 1.8206  0.00
H 0.4917 -19.3210 2.9373  0.00
C -3.6761 -13.9821 8.4413  0.12
C -2.8433 -13.8434 9.7392  0.07
C -3.0372 -12.6522 10.6337  0.01
O -3.0836 -14.9598 10.5313  0.64
H -3.6673 -13.0131 7.9421  0.00
H -4.7282 -14.1074 8.6971  0.00
H -3.3460 -14.7004 7.6909  0.01
H -1.7797 -13.8387 9.5008  0.06
H -2.7335 -11.7340 10.1310  0.00
H -2.4404 -12.7174 11.5434  0.00
H -4.0897 -12.5871 10.9099  0.01
H -2.9352 -15.7226 9.9677  0.01
C -3.9709 -23.6183 9.1823  0.00
C -4.2962 -22.1128 9.0627  0.00
C -5.6337 -21.8426 8.4565  0.00
O -4.3233 -21.5302 10.2888  0.00
H -4.6368 -24.0130 9.9496  0.00
H -3.0004 -23.8307 9.6308  0.00
H -3.9502 -24.0947 8.2021  0.00
H -3.4486 -21.6710 8.5387  0.00
H -6.4567 -22.3034 9.0027  0.00
H -5.7194 -22.2913 7.4668  0.00
H -5.8122 -20.7714 8.3632  0.00
H -4.6404 -20.6243 10.2646  0.00
C 3.5181 -15.4441 10.9715  0.00
C 2.2181 -16.2344 10.8268  0.00
C 0.9852 -15.3724 11.3169  0.00
O 2.1007 -16.7666 9.5029  0.00
H 4.3572 -16.0870 11.2376  0.00
H 3.5488 -14.6512 11.7188  0.00
H 3.7937 -14.9893 10.0200  0.00
H 2.3718 -17.0268 11.5593  0.00
H 0.1090 -16.0060 11.4543  0.00
H 0.6585 -14.5930 10.6285  0.00
H 1.1921 -14.8944 12.2744  0.00
H 1.8286 -16.0096 8.9791  0.00

=====

(2)
The following is a quantum chemistry calculation of the ion C9H13O4S with charge -1 in a non-equilibrium geometry, from the Open Molecules 2025 dataset.

Computed properties:
Net charge: -1
SMILES: CC[C@]1(S(C)(=O)=O)CC[C@@]1([O-])C=C=O
E_HOMO, Eh: -0.1393

Last column: Löwdin charge in e.
Cartesian coordinates (Å):
C -1.6929 1.4933 1.9968  -0.04
C -2.2849 2.5854 2.4164  -0.18
C -0.2608 1.0749 1.7941  -0.58
C 0.7075 2.1112 1.1856  -0.12
C 1.2058 1.1400 0.1263  -0.19
C 0.0880 0.1544 0.2453  -0.45
C -0.3923 -2.0808 1.2136  -0.13
C -0.6082 0.1323 -2.6112  -0.12
C 0.4762 -1.3077 0.2932  -0.26
O -2.7046 3.6811 2.5161  0.10
O 0.0937 0.3819 2.8156  -0.14
O -1.2799 2.0476 -0.9097  -0.33
O -2.4841 -0.0615 -0.6863  -0.34
S -1.1996 0.5833 -0.8537  0.67
H -2.2425 0.6292 2.1358  0.09
H 0.1847 2.9749 0.8640  0.09
H 1.4740 2.3479 1.9832  0.13
H 1.1561 1.5346 -0.9202  0.09
H 2.2988 0.5975 0.3968  0.17
H -0.1697 -1.5612 2.2025  0.08
H -0.0325 -3.0700 1.4856  0.05
H -1.4945 -2.0956 0.8851  0.10
H -1.1038 0.9547 -3.0015  0.00
H 0.5315 0.3765 -2.4591  0.08
H -0.7038 -0.7934 -3.1708  0.04
H 0.4173 -1.8684 -0.5944  0.08
H 1.5720 -1.3680 0.5808  0.13

=====

(3)
The following is a quantum chemistry calculation of a cluster of 2 separate species, C4H10NOP in total in a non-equilibrium geometry, from the Open Molecules 2025 dataset.

Computed properties:
E_HOMO, Eh: -0.3069

Last column: Löwdin charge in e.
Cartesian coordinates (Å):
C 2.0792 -2.3892 0.4327  0.04
C -1.3976 -0.4211 0.2334  -0.28
C -2.7137 0.0799 0.8390  -0.06
C 1.2306 1.9801 -1.0015  -0.25
N -0.4686 0.4158 0.2046  -0.15
O 1.6268 0.8451 1.3684  -0.31
P 1.2274 0.3148 -0.1236  0.79
H 1.1830 -2.5306 -0.2519  -0.12
H 2.8787 -2.9716 -0.1728  -0.07
H -1.4333 -1.4221 -0.1725  0.10
H -2.9446 0.7268 0.0104  0.07
H -3.3735 -0.7692 0.8387  0.06
H -2.4911 0.5706 1.7867  0.08
H 0.2682 2.1010 -1.5737  0.05
H 1.2617 2.8464 -0.3949  0.02
H 2.1103 1.8650 -1.6434  0.01
H 1.9584 0.0809 1.8630  0.03

=====

Number 1 is which compound? C31H84BF3HgO13S